{"formula": "C19H17Br2N5O5SeZr", "method": "ωB97M-V/def2-TZVPD", "species": ["Zr", "Br", "Br", "Se", "O", "O", "O", "O", "O", "N", "N", "N", "N", "N", "C", "C", "C", "C", "C", "C", "C", "C", "C", "C", "C", "C", "C", "C", "C", "C", "C", "C", "C", "H", "H", "H", "H", "H", "H", "H", "H", "H", "H", "H", "H", "H", "H", "H", "H", "H"], "positions_angstrom": [[-0.1123, 0.1618, 0.6915], [2.3427, -3.6155, 2.8757], [-0.5924, -2.5895, 1.8312], [0.3146, -0.4212, -7.0610], [-3.6123, -0.2388, 2.7333], [0.9854, 1.7726, 0.5231], [1.7488, -0.3673, 1.9001], [-0.0184, 3.7464, 0.0486], [-1.9587, -0.1094, 1.1946], [0.8200, -1.0746, -0.9387], [-1.1001, 0.8463, -1.1906], [-0.6228, 0.6196, -5.9858], [-0.3571, 1.2852, 2.6742], [1.0714, -1.3348, -5.7521], [0.4798, -3.9795, 2.7035], [0.8973, 1.2640, 3.4835], [-2.0319, 1.7955, -1.2753], [1.5779, -0.0795, 3.3270], [-1.8708, 1.8703, -3.6410], [2.2916, -2.7084, -1.8666], [0.4444, -0.7054, -2.1980], [1.9241, -2.3377, -3.1411], [-2.5218, 0.0911, 2.4249], [-0.5536, 0.3596, -2.3327], [-0.9209, 0.8450, -3.5769], [-0.6185, 2.6361, 2.0871], [-1.5420, 0.7462, 3.3970], [-0.3330, 0.2434, -4.7674], [0.1662, 2.8218, 0.7691], [0.5991, -0.8351, -4.6396], [1.7257, -2.0485, -0.7945], [-2.4371, 2.3409, -2.4810], [0.9936, -1.3111, -3.3182], [-1.6783, 2.7487, 1.8683], [0.0350, -4.0825, 3.6821], [2.4953, 0.1627, 1.5791], [0.6846, 1.4634, 4.5345], [-2.1524, 2.2613, -4.6112], [0.9659, -0.8844, 3.7210], [0.3350, -4.8521, 2.0828], [-2.4822, 2.1239, -0.3498], [1.5502, 2.0540, 3.1200], [2.0030, -2.3057, 0.2184], [-3.1869, 3.1195, -2.4902], [-2.0714, 1.5073, 3.9666], [3.0121, -3.4952, -1.6908], [2.5416, -0.1075, 3.8243], [2.3432, -2.8174, -4.0176], [-1.2277, -0.0296, 4.0935], [-0.3457, 3.4442, 2.7649]], "lowdin_charge": [1.753, 0.716, 0.815, 1.251, 0.194, -0.203, -0.240, 0.175, -0.321, -0.038, -0.019, -0.199, -0.253, -0.201, -0.928, -0.112, -0.073, -0.167, 0.072, 0.011, -0.112, 0.069, -0.564, -0.116, -0.053, -0.041, -0.049, -0.337, -0.574, -0.339, -0.114, 0.024, -0.057, 0.142, 0.017, 0.133, 0.154, 0.140, 0.089, 0.015, 0.127, 0.141, 0.061, 0.136, 0.155, 0.132, 0.146, 0.140, 0.142, 0.159], "relative_energy_kj_mol": 49.0, "total_charge": 2, "orbital_gap_ev": 7.53, "energy_ev": -244369.065, "e_lumo_ev": -7.00}